Formula: C4H11NO2
Source: the Open Molecules 2025 dataset
Level of theory: ωB97M-V/def2-TZVPD

XYZ file:
```
18
Properties=species:S:1:pos:R:3:forces:R:3:lowdin_charge:R:1
C 0.142 0.867 -1.447 0.6418 -0.6389 0.2125 -0.198
C 1.529 0.726 1.053 -0.2210 0.1055 0.1872 -0.028
C 0.661 -0.145 0.209 0.2961 0.2220 -1.5187 -0.417
O -0.081 -0.147 -2.371 -0.0366 0.1560 0.1476 -0.105
N 0.764 -1.348 -0.147 0.0799 0.1593 -0.2658 0.090
H 0.207 -0.976 -1.921 0.0627 0.0223 0.0692 0.059
H 1.631 -1.807 0.104 -0.1752 -0.0552 0.2922 0.083
H 1.101 1.380 -1.583 0.0200 -0.1105 0.1133 0.099
H -0.628 1.646 -1.558 -0.1626 -0.1439 0.2113 0.112
H 2.496 0.871 0.569 -0.0532 -0.0823 -0.0445 0.091
H 1.676 0.257 2.027 0.0062 -0.0175 -0.0526 0.092
H 1.070 1.699 1.214 -0.0077 -0.0242 -0.0342 0.087
C -2.018 -0.775 0.826 0.3328 0.1255 -0.2523 -0.108
O -1.018 0.245 0.841 -0.2413 0.7379 -1.3698 -0.204
H -0.726 0.590 -0.252 -0.5568 -0.2942 2.1267 0.106
H -2.763 -0.539 0.062 -0.0513 -0.0390 0.1228 0.086
H -2.488 -0.813 1.809 0.0624 -0.0806 -0.0809 0.080
H -1.556 -1.732 0.565 0.0038 -0.0421 0.1360 0.073
```
Forces are in eV/Å.

HOMO-LUMO gap = 9.5 eV
LUMO = 0.88 eV
E_HOMO = -8.66 eV

---

Formula: C4H11NO2
Source: the Open Molecules 2025 dataset
Level of theory: ωB97M-V/def2-TZVPD

XYZ file:
```
18
Properties=species:S:1:pos:R:3:forces:R:3:lowdin_charge:R:1
C 0.453 -0.319 0.676 4.2410 1.2795 -2.1210 -0.165
C -2.088 -1.601 0.265 0.3129 0.5490 -0.5293 -0.176
C 2.561 1.220 0.296 0.1491 -0.3457 0.2309 -0.166
C -0.839 0.711 -1.185 0.0000 -0.4771 -0.0342 -0.083
N -0.391 0.635 0.182 -3.3339 -1.4407 1.1809 0.041
O -1.471 -0.609 1.045 -0.3621 1.2760 0.0490 -0.217
O 1.617 0.399 -0.348 -0.4271 -0.8135 1.2884 -0.239
H 0.587 -1.355 0.377 -0.5620 0.1086 -0.3276 0.126
H 0.813 -0.092 1.675 -0.2767 -0.1849 0.0711 0.124
H -2.663 -2.247 0.937 0.1123 0.1270 -0.0052 0.091
H -2.773 -1.173 -0.481 -0.0479 -0.0600 0.1447 0.072
H -1.362 -2.215 -0.288 0.0228 -0.1020 0.0980 0.075
H 2.193 1.636 1.243 -0.1210 0.1102 -0.1353 0.078
H 3.456 0.635 0.543 0.0886 0.1239 -0.0531 0.076
H 2.841 2.040 -0.370 -0.0233 -0.0337 0.0657 0.079
H -0.573 -0.156 -1.796 0.0061 0.1493 -0.0444 0.096
H -1.922 0.855 -1.169 0.0056 -0.1109 0.1241 0.092
H -0.440 1.636 -1.601 0.2154 -0.1551 -0.0028 0.098
```
Forces are in eV/Å.

HOMO-LUMO gap (alpha / beta) = 9.3 / 9.3 eV
LUMO (alpha / beta) = 0.13 / 0.13 eV
E_HOMO (alpha / beta) = -9.18 / -9.18 eV

---

Formula: C4H11NO2
Source: the Open Molecules 2025 dataset
Level of theory: ωB97M-V/def2-TZVPD

XYZ file:
```
18
Properties=species:S:1:pos:R:3:forces:R:3:lowdin_charge:R:1
C -0.720 0.806 1.500 -0.8758 0.4884 -0.2106 -0.259
O 0.096 1.258 2.565 -0.1247 0.3059 0.3835 -0.063
C 0.151 0.214 0.426 -0.0669 -0.4887 -0.5499 -0.411
C -0.634 0.063 -0.886 0.2448 0.6733 -0.3229 -0.154
C 0.183 -0.353 -2.112 0.2655 0.2327 0.4417 -0.271
O 0.544 -1.720 -2.172 0.5106 -0.2630 0.2077 -0.069
N 0.639 -1.073 0.917 0.1880 -0.0306 0.1940 0.057
H -1.348 1.612 1.082 0.4469 0.0912 0.0533 0.122
H -1.449 0.070 1.852 0.1722 -0.3294 0.0065 0.126
H -0.460 1.736 3.199 0.2902 -0.2717 -0.2415 0.094
H 0.979 0.910 0.210 -0.1431 0.0922 0.1842 0.145
H -1.524 -0.563 -0.796 0.0816 -0.0480 0.1853 0.125
H -0.945 1.093 -1.137 -0.2585 -0.2756 0.0590 0.118
H -0.392 -0.181 -3.013 -0.2259 0.1567 -0.1355 0.109
H 1.070 0.303 -2.162 -0.1042 -0.2071 -0.0809 0.121
H 1.445 -1.374 0.384 0.0005 -0.1038 -0.0090 0.060
H 1.389 -1.857 -1.722 -0.4208 0.0208 -0.1730 0.076
H 0.975 -0.942 1.866 0.0196 -0.0432 0.0082 0.072
```
Forces are in eV/Å.

SMILES = N[C@H](CO)CCO
HOMO-LUMO gap = 10.2 eV
LUMO = 0.80 eV
E_HOMO = -9.42 eV

---

Formula: C4H11NO2
Source: the Open Molecules 2025 dataset
Level of theory: ωB97M-V/def2-TZVPD

XYZ file:
```
18
Properties=species:S:1:pos:R:3:forces:R:3:lowdin_charge:R:1
C -0.147 0.308 0.307 0.4008 -1.8784 2.9508 -0.464
C -0.685 -0.739 -0.502 -1.7638 3.8325 -5.0093 -0.097
C 1.149 0.981 -0.028 0.0371 -0.2476 0.5518 -0.002
C -1.185 0.458 -1.836 -0.1159 -2.6060 0.7775 -0.020
N 1.186 -1.509 2.178 -0.3558 0.0679 -0.2537 -0.048
O 0.000 -1.268 1.431 0.9522 1.6048 0.6674 -0.316
O -0.947 1.098 1.069 0.2843 -0.4899 -0.6297 0.070
H -1.696 0.559 1.371 0.2104 0.0810 -0.0079 0.130
H 1.667 -0.607 2.250 0.0949 -0.4040 0.0792 0.047
H 1.746 -2.140 1.599 0.1535 0.3771 0.1193 0.058
H -1.640 -1.170 -0.223 0.3541 -0.1766 0.2838 0.113
H 0.037 -1.369 -1.011 -0.1688 -0.0501 0.3540 0.115
H 1.706 1.141 0.899 0.0289 -0.1054 -0.0134 0.086
H 1.756 0.391 -0.714 -0.1259 0.0197 0.0362 0.099
H 0.981 1.980 -0.434 -0.1969 -0.1585 -0.0809 0.100
H -0.343 0.929 -2.339 0.0994 -0.0860 0.2284 0.042
H -1.672 -0.235 -2.522 -0.0689 0.3136 -0.2833 0.039
H -1.913 1.192 -1.494 0.1803 -0.0940 0.2299 0.049
```
Forces are in eV/Å.

HOMO-LUMO gap = 8.2 eV
LUMO = 0.78 eV
E_HOMO = -7.44 eV

---

Formula: C4H11NO2
Source: the Open Molecules 2025 dataset
Level of theory: ωB97M-V/def2-TZVPD

XYZ file:
```
18
Properties=species:S:1:pos:R:3:forces:R:3:lowdin_charge:R:1
C 1.775 1.258 0.216 0.1456 -0.1953 0.1306 -0.306
C 1.842 -0.232 -0.110 0.2149 -0.2359 0.0497 -0.087
O 1.092 1.974 -0.820 -0.1998 -0.1005 0.0221 -0.097
H 1.279 1.394 1.175 -0.1912 0.0601 -0.0780 0.095
H 2.789 1.651 0.319 0.0451 0.0830 -0.0987 0.103
H 1.421 -0.836 0.697 0.1459 0.1079 0.0615 0.067
H 0.773 2.797 -0.440 0.0433 0.0585 -0.0177 0.086
H 2.877 -0.536 -0.277 -0.0695 -0.0998 0.0334 0.067
H 1.285 -0.513 -1.000 -0.0779 0.3291 -0.1594 0.067
C -2.007 -1.685 0.519 -0.2587 -0.3657 0.2882 -0.012
C -1.441 -0.293 0.381 0.2172 0.0365 0.0850 -0.615
O -0.920 0.318 1.292 -0.0530 -0.0392 0.3464 0.031
N -1.492 0.199 -0.874 -0.2366 0.0515 -0.5533 0.163
H -1.245 -2.403 0.192 -0.1013 0.1259 0.0870 0.087
H -2.892 -1.833 -0.108 0.1151 0.0427 0.0708 0.076
H -0.934 1.002 -1.138 0.0001 -0.1441 0.1958 0.093
H -1.931 -0.360 -1.583 0.1148 0.1311 -0.1696 0.097
H -2.269 -1.902 1.561 0.1461 0.1539 -0.2938 0.086
```
Forces are in eV/Å.

SMILES = CC(N)=O.CCO
HOMO-LUMO gap = 10.7 eV
LUMO = 0.90 eV
E_HOMO = -9.76 eV

---

Formula: C4H11NO2
Source: the Open Molecules 2025 dataset
Level of theory: ωB97M-V/def2-TZVPD

XYZ file:
```
18
Properties=species:S:1:pos:R:3:forces:R:3:lowdin_charge:R:1
C -0.439 -1.092 -0.503 -0.8276 -0.3111 -0.6186 -0.523
C 0.855 -1.734 -0.912 0.0897 0.1654 0.1488 -0.002
N -1.154 -0.305 -1.318 0.3275 0.0890 0.4222 0.113
O -1.152 -1.867 0.362 0.2926 0.2955 0.0011 0.063
H -2.052 -1.514 0.422 0.0395 0.0426 -0.0685 0.130
H -0.517 0.706 2.081 0.0226 0.0194 -0.0701 0.125
H -1.489 0.623 -0.682 0.0146 0.0986 0.5647 0.079
H -0.606 0.054 -2.092 0.1149 -0.0518 0.0623 0.105
H 1.371 -2.123 -0.037 0.0042 0.0003 -0.0249 0.091
H 0.648 -2.570 -1.586 -0.0724 0.0778 0.0610 0.096
H 1.498 -1.018 -1.424 -0.0512 -0.0221 0.0580 0.089
C 0.944 1.915 0.949 -0.1353 -0.0025 0.0382 -0.072
C -0.316 1.060 1.054 0.2207 -0.5318 -0.3971 -0.444
O -1.372 1.473 0.388 -0.0936 -0.2308 -0.4501 -0.169
H 0.037 -0.021 0.542 0.0723 0.3776 0.2646 0.102
H 1.791 1.447 1.456 -0.0303 0.0098 -0.0012 0.070
H 0.756 2.891 1.402 0.0222 -0.0316 -0.0136 0.074
H 1.197 2.076 -0.101 -0.0105 0.0057 0.0234 0.073
```
Forces are in eV/Å.

HOMO-LUMO gap = 9.6 eV
LUMO = 0.57 eV
E_HOMO = -9.07 eV

---

Formula: C4H11NO2
Source: the Open Molecules 2025 dataset
Level of theory: ωB97M-V/def2-TZVPD

XYZ file:
```
18
Properties=species:S:1:pos:R:3:forces:R:3:lowdin_charge:R:1
C 0.396 1.350 2.907 -0.4573 0.0889 0.3955 -0.275
N -0.327 1.940 1.740 2.2563 -1.6910 1.0871 0.014
C -0.630 1.990 -0.730 1.1825 2.3460 2.7996 -0.064
C 0.046 1.263 0.474 1.2236 -1.1845 -0.3486 -0.467
C -0.410 -0.192 0.574 1.1164 -0.3944 -2.4009 -0.096
O 1.447 0.685 2.892 -3.1844 2.3284 -0.2831 -0.005
H -0.188 1.631 3.932 1.3804 -0.5978 -2.1713 0.155
H -1.337 1.814 1.766 0.0587 0.3867 0.9752 0.108
H -0.120 3.019 -0.678 -1.3128 -1.0705 -0.2482 0.100
H -1.698 2.042 -0.449 0.3645 0.3132 -0.5364 0.078
H -0.499 1.674 -1.733 0.2447 -1.0336 -0.6584 0.051
H 1.219 1.164 0.399 -2.3112 0.7474 0.1066 0.169
H -0.015 -0.681 1.460 0.7189 -0.3306 -0.4995 0.064
H -1.446 -0.447 0.601 -1.2295 0.7318 -0.0294 0.059
H -0.089 -0.544 -0.471 -0.0504 -0.6395 1.8131 0.108
H 0.734 -6.152 -4.034 -4.2921 -2.6222 -0.7221 -0.052
H 1.457 -4.909 -4.678 -0.3556 -2.1302 1.7626 0.093
O 1.459 -5.647 -3.972 4.6473 4.7519 -1.0418 -0.041
```
Forces are in eV/Å.

SMILES = CC(C)NC=O.O
HOMO-LUMO gap = 10.7 eV
LUMO = 0.91 eV
E_HOMO = -9.81 eV

---

Result set for relative energy (zero: lowest compared OMol25 entry of this formula, charge and spin): 119.4; 152.8; 31.5; 124.3; 10.9; 59.3; 52.4 kcal per mole, one per record in the order listed.